# 1
# C26H49F6N3O16P

9 unconnected molecules or ions with the total composition C26H49F6N3O16P in a non-equilibrium geometry (wB97M-V/def2-TZVPD, the Open Molecules 2025 dataset).

```
101
Properties=species:S:1:pos:R:3:mulliken_charge:R:1
P -0.13249 -0.05225 -0.66084 1.9677
F 0.00675 -0.97666 0.66260 -0.3680
F 0.13325 1.21808 0.30851 -0.2625
F 1.40579 -0.19186 -1.08615 -0.7688
F -0.36688 0.95815 -1.90074 -0.5092
F -0.46088 -1.32545 -1.58292 -0.4140
F -1.74547 0.08975 -0.33549 -0.4578
C -2.00594 -4.42121 -0.73447 -0.2279
O -1.50206 -5.65595 -0.27442 -0.5794
H -1.97767 -4.36703 -1.82973 0.3167
H -3.05228 -4.38824 -0.43192 0.2716
H -1.48954 -3.51618 -0.40005 -0.0856
H -0.82515 -6.02144 -0.84642 0.3091
C -3.05232 -0.47516 -3.48441 -0.7082
C -4.53565 -0.55138 -3.13060 0.4473
C -4.84067 -0.61536 -1.62001 0.6273
O -5.81710 0.40269 -1.42510 -0.3703
C -5.95812 1.14876 -2.55067 0.6152
O -6.66156 2.09828 -2.63522 -0.5475
O -5.21555 0.64263 -3.55249 -0.4132
H -2.48809 -0.15739 -2.60507 -0.2329
H -2.87274 0.28998 -4.23661 0.3867
H -2.62687 -1.43978 -3.75344 0.3120
H -4.96699 -1.39090 -3.68069 0.2088
H -3.93809 -0.49527 -1.02633 -0.5782
H -5.34458 -1.55764 -1.39921 0.2692
C -3.23962 -1.54923 1.96377 -1.2735
C -3.42290 -0.09908 2.31071 2.9320
C -4.75231 0.55933 1.90197 -0.4205
O -5.20806 1.21617 3.07872 -0.3795
C -4.54891 0.74206 4.15925 0.5510
O -4.83619 0.95074 5.29480 -0.5720
O -3.49818 -0.00246 3.77312 -0.5050
H -2.89988 -1.66766 0.93178 -0.0814
H -4.18324 -2.09503 2.01151 0.4914
H -2.46731 -1.97289 2.60079 0.2202
H -2.58451 0.54747 2.06588 -1.6815
H -5.47163 -0.16992 1.52275 0.2833
H -4.64381 1.33901 1.15099 0.2435
C 3.16586 0.72999 -5.00199 -1.4833
C 3.54004 -0.56073 -4.32883 0.7631
C 2.38732 -1.37798 -3.75573 1.0670
O 2.74603 -2.72051 -4.11122 -0.4105
C 3.59249 -2.69857 -5.16627 0.5794
O 3.94038 -3.65635 -5.77883 -0.5751
O 3.99969 -1.44825 -5.40845 -0.4188
H 2.95459 1.51028 -4.27016 0.3299
H 2.33987 0.58440 -5.69525 0.3965
H 4.00379 1.06514 -5.61766 0.3978
H 4.39609 -0.47910 -3.66017 0.1639
H 1.41475 -1.09749 -4.15344 0.3002
H 2.41065 -1.32465 -2.67589 -1.0701
C 1.52599 1.17265 2.95154 -1.2193
C 0.16088 0.72290 3.49182 3.0033
C 0.19963 -0.65988 4.14120 -0.0206
O 0.17393 -0.39544 5.53582 -0.3959
C 0.12854 0.94101 5.74905 0.5624
O 0.28351 1.45745 6.80514 -0.5639
O -0.13337 1.58590 4.59225 -0.4792
H 1.86848 0.46693 2.19684 -0.0724
H 2.18693 1.13833 3.82668 0.4916
H 1.54708 2.19470 2.58258 0.2602
H -0.53234 0.71498 2.65214 -1.8421
H 1.11071 -1.21090 3.90082 0.2413
H -0.64695 -1.27256 3.83271 0.0338
C 4.07627 -4.63749 0.38660 0.0823
O 5.27868 -4.49550 0.23438 -0.5918
N 3.16277 -3.65322 0.26886 0.1710
C 1.74811 -3.91710 0.47092 -0.5042
C 3.56362 -2.36024 -0.23379 -0.5340
H 3.65349 -5.62100 0.64059 0.2686
H 1.56972 -4.88462 0.93095 0.3814
H 1.21528 -3.92362 -0.48852 0.2398
H 1.33906 -3.09404 1.05522 -0.0487
H 3.52875 -2.42864 -1.32121 0.2717
H 2.87041 -1.59857 0.12071 -0.2197
H 4.53050 -2.08505 0.17872 0.4505
C 5.62571 2.65562 0.84541 0.1530
O 5.44653 3.67446 1.47178 -0.5794
N 4.98860 2.31635 -0.30458 0.1039
C 4.04594 3.21419 -0.92648 -0.8282
C 5.00027 0.97602 -0.83177 -0.7601
H 6.36372 1.87698 1.11715 0.3391
H 4.39839 3.46316 -1.93376 0.3050
H 3.94037 4.14441 -0.37999 0.3111
H 3.07181 2.72440 -1.00365 0.1831
H 5.35617 0.97630 -1.86899 0.2777
H 5.69028 0.32040 -0.29754 0.4150
H 4.01025 0.51339 -0.78425 0.1206
C -2.76960 5.53273 1.49814 0.0694
O -3.85856 5.38148 0.98856 -0.5656
N -1.84268 4.56916 1.69398 0.2311
C -2.15257 3.17403 1.42108 -0.6268
C -0.57262 4.85775 2.35541 -0.8029
H -2.42278 6.51011 1.88483 0.2512
H -2.00791 2.63260 2.36170 0.1287
H -1.57014 2.73466 0.61447 0.2396
H -3.20521 3.11266 1.15211 0.2013
H -0.25008 3.99705 2.92880 0.1031
H 0.17611 5.14836 1.60769 0.2861
H -0.67579 5.76290 2.95758 0.4218
```

The highest occupied orbital energy is -7.4 eV. For the energy, the calculation gives -3329.175043 hartree. For the HOMO-LUMO gap, the calculation gives 9.3 eV. As for the net charge: -1. The calculation puts the LUMO energy at 1.96 eV.

=====

# 2
# C26H49F6NO12P3S

3 unconnected molecules or ions with the total composition C26H49F6NO12P3S in a non-equilibrium geometry (wB97M-V/def2-TZVPD, the Open Molecules 2025 dataset).

```
98
Properties=species:S:1:pos:R:3:mulliken_charge:R:1
C 1.50276 -2.62048 -2.39800 -1.2022
C 0.52295 -1.42959 -1.75017 1.0210
C 0.62307 -1.65666 -0.10343 -0.9665
C -1.03375 -1.70675 -2.17064 -1.3893
C -1.59819 -0.80886 -3.41866 1.8918
P -1.05427 -1.70154 -5.06293 0.1030
S 0.70431 -1.15887 -5.69218 -0.3386
C -3.24379 -0.71397 -3.50837 -0.7323
O -3.77205 -0.00512 -4.54057 -0.5154
C -4.30882 -1.37765 -2.45432 0.8123
F -4.00155 -2.81693 -2.11175 -0.2634
F -5.62715 -1.44482 -3.18981 -0.3003
C -4.50726 -0.52991 -1.06553 0.7234
F -3.89034 0.82666 -1.29610 -0.2849
F -3.81861 -1.14952 0.12520 -0.2771
C -6.06353 -0.28896 -0.61070 0.4953
F -6.87426 -1.55865 -0.53067 -0.2636
F -6.00437 0.20746 0.81526 -0.2711
C -6.83863 0.91151 -1.44922 0.3411
O -7.60667 0.73250 -2.52663 -0.4530
O -6.72542 2.32150 -0.94792 -0.4239
C -1.03820 0.73428 -3.47529 -1.4833
C 0.08712 0.99386 -2.30793 0.9449
C 0.93927 2.34643 -2.80050 -1.1424
C -0.61610 1.41000 -0.88560 -0.7109
N 1.10474 -0.11944 -2.22261 0.6513
O 2.17737 0.23904 -1.45247 -0.5434
H 2.03185 -2.28886 -3.38771 0.2826
H 0.95800 -3.65476 -2.44996 0.2503
H 2.37456 -2.75250 -1.59342 0.3335
H 0.22768 -2.76872 0.07615 0.2264
H 1.72576 -1.64660 0.29980 0.3096
H -0.11448 -0.96409 0.50034 0.2081
H -1.67680 -1.63749 -1.18904 -0.0300
H -1.09053 -2.85084 -2.50673 0.3160
H -2.01387 -1.22150 -6.06679 0.1126
H -1.25719 -3.14045 -5.00431 0.1456
H -5.82233 2.39310 -0.51646 0.3709
H -0.69139 1.09324 -4.53973 0.4228
H -1.96731 1.42936 -3.19413 0.3124
H 0.10169 3.18800 -2.92483 0.3156
H 1.67542 2.74531 -1.98279 0.1741
H 1.41433 2.21832 -3.86853 0.3441
H -1.28894 2.36870 -1.11646 0.3439
H 0.12412 1.57383 0.00684 0.3152
H -1.40245 0.56289 -0.58877 -0.1870
O 3.73127 4.90245 1.37236 -0.7532
P 3.59525 5.51477 -0.04319 1.1934
O 5.22174 5.71868 -0.26222 -0.3524
C 5.90743 4.55756 -0.71945 -0.3345
C 5.47065 4.13419 -2.11398 -0.6833
O 3.16082 6.98368 0.61634 -0.4501
C 2.77029 7.09696 1.97952 -0.3970
C 3.97173 7.27945 2.89897 -1.0651
O 3.44327 6.19895 -1.62487 -0.3327
C 3.12239 7.57953 -1.80832 -0.1877
C 4.19391 8.56683 -1.34071 -1.0120
H 5.74946 3.73916 -0.00958 0.2942
H 6.97856 4.78853 -0.72728 0.2972
H 4.41041 3.85629 -2.13089 -0.0017
H 6.04357 3.27233 -2.45970 0.4098
H 5.59791 4.95489 -2.82670 0.2307
H 2.13393 6.25613 2.28335 0.3515
H 2.12367 7.99027 2.06264 0.3426
H 4.76558 6.56707 2.70070 0.3063
H 3.66928 7.18584 3.94938 0.3599
H 4.40362 8.27809 2.75120 0.2875
H 2.15263 7.78678 -1.34045 0.2768
H 2.97572 7.73073 -2.88177 0.3693
H 4.59006 8.36881 -0.34079 0.1924
H 3.78461 9.58257 -1.33003 0.3424
H 5.05889 8.54320 -2.00718 0.3311
O 0.45305 -4.75043 2.91441 -0.7217
P -0.58934 -5.89477 2.94838 1.1500
O -1.86549 -4.90820 3.31327 -0.4049
C -2.45705 -4.26553 2.18879 0.0019
C -3.10822 -5.25124 1.23011 -1.0685
O -0.07017 -6.34436 4.46816 -0.4020
C 1.16137 -5.87115 5.00014 -0.3450
C 0.99925 -4.52057 5.68702 -1.0829
O -1.75405 -7.17340 2.98633 -0.3549
C -1.90822 -8.00252 4.14019 -0.2003
C -2.44892 -7.29554 5.38494 -0.9632
H -1.69701 -3.67611 1.66573 0.0837
H -3.21472 -3.57009 2.56700 0.2483
H -2.36781 -5.93664 0.80156 0.3321
H -3.59447 -4.73125 0.40324 0.3283
H -3.85027 -5.86554 1.74944 0.2756
H 1.94839 -5.86064 4.23546 0.3385
H 1.50044 -6.60980 5.75011 0.3285
H 0.44779 -3.80581 5.08534 0.2923
H 1.97994 -4.09316 5.93025 0.3617
H 0.43493 -4.64463 6.62071 0.3035
H -0.95798 -8.50939 4.34621 0.2695
H -2.61657 -8.79148 3.87100 0.3707
H -1.95209 -6.35107 5.62390 0.1809
H -2.34121 -7.94666 6.25889 0.3427
H -3.50496 -7.04626 5.26010 0.3309
```

The highest occupied orbital energy (alpha / beta) is -9.1 / -9.1 eV. For the energy, the calculation gives -3998.609635 hartree. For the HOMO-LUMO gap (alpha / beta), the calculation gives 7.0 / 7.1 eV. Its spin multiplicity is 2. The calculation puts the LUMO energy (alpha / beta) at -2.04 / -2.04 eV.

=====

# 3
# C26H50CeP2Si

A molecular structure, C26H50CeP2Si in a non-equilibrium geometry (wB97M-V/def2-TZVPD, the Open Molecules 2025 dataset).

```
80
Properties=species:S:1:pos:R:3:mulliken_charge:R:1
Ce -0.31647 1.12412 0.35250 -1.0806
C 2.24751 0.17726 0.68406 0.3623
C 1.60572 0.25123 1.96212 0.7832
C 0.69637 -1.53384 0.81062 1.1507
C 1.71203 -0.95048 -0.00298 0.6285
C 0.62913 -0.79253 2.03486 0.1647
C 3.36356 1.02638 0.18312 -1.6428
H 3.36630 2.01479 0.66521 0.3229
H 3.27387 1.13383 -0.90686 0.4098
H 4.34448 0.56723 0.38738 0.3737
C 2.28697 -1.55470 -1.22286 -1.6248
H 3.25805 -1.11500 -1.45961 0.4714
H 1.65870 -1.41615 -2.10346 0.1046
H 2.44676 -2.62933 -1.10973 0.3593
C 0.03979 -2.84269 0.55351 -1.5182
H 0.74990 -3.58600 0.16176 0.3808
H -0.76853 -2.76059 -0.18356 0.0215
H -0.39650 -3.26535 1.46656 0.4161
C -0.26327 -1.08954 3.18796 -1.4833
H 0.19519 -1.81914 3.87329 0.3492
H -1.21359 -1.52622 2.85279 0.4379
H -0.46473 -0.19204 3.78947 0.3061
C 1.86277 1.26822 3.01300 -1.4299
H 2.30246 0.78417 3.89278 0.4026
H 0.94925 1.77707 3.35906 0.2727
H 2.58977 2.01910 2.67644 0.2982
C -2.32258 5.04989 -1.92526 -0.1357
C -1.14563 5.45751 -1.39379 -0.4274
C -0.95112 6.31959 -0.18378 -0.7890
C -1.97513 6.04054 0.93277 -1.1127
C -2.35452 4.59749 1.10361 -0.3656
C -3.56943 4.13744 0.72312 -0.2526
C -4.39758 4.64394 -0.43631 -0.3756
C -3.69246 5.49470 -1.48522 -1.8698
H -1.01311 7.38970 -0.46521 0.4038
H -2.87312 6.65777 0.76482 0.3143
H 0.07385 6.17658 0.20454 0.3377
H -3.70641 6.56211 -1.19799 0.2787
H -2.35414 4.51870 -2.88531 0.8464
H -0.22298 5.34254 -1.96541 0.6714
H -4.31688 5.43003 -2.39239 0.5126
H -4.86986 3.78794 -0.94924 -0.0069
H -4.14218 3.45765 1.36269 0.7697
H -5.24867 5.22757 -0.03821 0.5417
H -1.52476 6.39811 1.86787 0.4243
H -1.72090 4.03789 1.80283 0.6957
P -0.47827 2.24086 -2.17150 0.7629
C -0.12724 3.24265 -3.62424 -1.5455
C 0.55039 3.15449 -0.89374 -0.5549
P -3.17314 1.01310 -0.46417 0.1994
C -2.26879 2.39962 -1.39781 -1.8143
C -2.67086 1.23881 1.31587 -1.2845
C -4.99212 1.19181 -0.33377 -1.5471
H -0.55082 2.80155 -4.52461 0.3533
H 0.96448 3.26098 -3.73574 0.4876
H -0.46937 4.27122 -3.54167 0.4973
H -0.00317 3.94412 -0.37364 -0.2863
H 1.31583 3.61300 -1.49429 0.8880
H 1.14696 2.64218 -0.11029 -0.0228
H -5.32176 2.22978 -0.43770 0.2589
H -5.27853 0.87882 0.67322 0.5433
H -5.57239 0.60101 -1.04214 0.4127
H -2.93211 2.66369 -2.22121 1.2700
H -2.19643 3.21363 -0.67720 0.1749
H -2.39175 0.28707 1.82227 0.7086
H -3.55965 1.57979 1.86639 0.6867
H -1.90198 2.01445 1.59070 -0.0690
C -2.91503 -1.92597 -1.32827 -1.7284
Si -1.99860 -0.44383 -2.04261 2.1542
C -0.56514 -1.17542 -3.08517 -1.6835
C -3.03731 0.39925 -3.40051 -1.2556
H -2.26693 -2.80785 -1.38039 0.5327
H -3.76488 -2.06122 -2.01213 0.4338
H -3.27847 -1.78870 -0.30091 0.3536
H -0.97959 -1.38673 -4.08370 0.6067
H 0.29643 -0.51095 -3.22802 0.3125
H -0.21867 -2.13390 -2.67661 0.4152
H -3.10039 -0.36777 -4.18421 0.5662
H -4.04845 0.68030 -3.06597 0.2751
H -2.52970 1.28449 -3.81407 0.2011
```

The highest occupied orbital energy (alpha / beta) is -7.9 / -7.8 eV. For the energy, the calculation gives -2467.529370 hartree. For the HOMO-LUMO gap (alpha / beta), the calculation gives 5.0 / 4.9 eV. As for the net charge: +1. Its spin multiplicity is 2. The calculation puts the LUMO energy (alpha / beta) at -2.92 / -2.90 eV.

=====

# 4
# C26H50Cl2CuN3O5Si

A molecular structure, C26H50Cl2CuN3O5Si in a non-equilibrium geometry (wB97M-V/def2-TZVPD, the Open Molecules 2025 dataset).

```
88
Properties=species:S:1:pos:R:3:mulliken_charge:R:1
C 3.20654 4.17694 -1.61457 -1.6636
C 1.78993 3.70777 -1.67109 0.0154
H 3.28977 5.12653 -2.15366 0.5129
H 3.87752 3.45672 -2.09447 0.1968
H 3.54659 4.34311 -0.57794 0.3106
C 0.83827 4.41423 -2.30075 0.6560
C 1.05964 5.73511 -2.96099 -1.8185
H -0.19702 4.06853 -2.30349 0.2493
H 1.74204 5.69962 -3.82198 0.3735
H 1.41065 6.54192 -2.29597 0.3500
H 0.08269 6.04364 -3.34760 0.4042
Cu 0.04506 -2.08670 1.89368 -0.7829
Cl 0.50124 -3.46751 0.26563 -0.6476
C -2.77297 -0.56447 0.94703 0.6888
O -1.88561 -1.01856 0.22818 -0.4943
N -4.09728 -0.59460 0.65818 0.3573
C -4.58502 -1.32436 -0.49685 -0.9818
C -5.05950 0.22226 1.37558 -0.8495
H -2.56833 -0.06781 1.91595 -0.2147
H -3.76722 -1.82074 -1.02264 0.2604
H -5.09872 -0.63907 -1.18500 0.3070
H -5.32008 -2.06505 -0.15542 0.3240
H -4.63066 0.54617 2.33061 0.2142
H -5.96441 -0.37056 1.56102 0.3604
H -5.33740 1.12031 0.80094 0.2350
H -1.63461 -5.71917 2.63278 0.2982
H 2.01852 -6.82122 3.38894 0.3034
C -0.76668 -6.05404 2.04815 -0.9783
C 1.71334 -6.26674 2.48666 -0.9891
N 0.44837 -5.59396 2.73791 0.2917
H -0.80376 -5.63867 1.02806 0.2691
C 0.48714 -4.37814 3.28276 -0.0219
O -0.45462 -3.54932 3.09340 -0.6351
H 2.48939 -5.51360 2.24912 0.3148
H 1.37364 -4.11750 3.89777 0.4594
H -0.70111 -7.14647 2.02630 0.4601
H 1.58893 -6.97391 1.65559 0.3863
H 1.05860 -0.60393 -4.39343 0.4926
H 0.11039 1.71116 -4.08107 0.1949
C 0.11068 -1.12107 -4.23559 -1.1620
C -0.70693 1.20188 -4.60393 -0.8254
N -0.90788 -0.11387 -4.00137 0.3931
H 0.17537 -1.78587 -3.36290 0.1495
C -2.17586 -0.56298 -3.70780 0.0463
O -2.42258 -1.67826 -3.26447 -0.5787
H -1.62470 1.78059 -4.47631 0.3114
H -2.94779 0.20405 -3.93732 0.3365
H -0.12062 -1.73119 -5.12350 0.3812
H -0.45620 1.12471 -5.66843 0.4057
O 1.92532 1.24827 -1.41154 -0.4669
C 1.50210 2.45822 -0.82195 0.2328
C -0.92247 1.67249 -1.20711 1.1047
C 0.04437 2.34817 -0.46895 -0.6256
H -0.61933 0.95830 -1.97439 0.3161
C -2.27561 1.94953 -0.96590 -0.4952
H 2.03898 2.66931 0.11751 0.2435
C -0.33029 3.04099 0.68244 -0.5492
H -3.06420 1.57286 -1.62215 0.2658
C -2.65855 2.74108 0.12187 -0.3214
C -1.67153 3.29463 0.94109 -1.0103
H 0.44058 3.48090 1.31976 0.3725
H -3.71557 2.93265 0.34389 0.3679
H -1.94770 3.92377 1.79117 0.3376
Si 2.88538 -0.02589 -0.79132 1.4550
Cl 1.04698 -0.40378 0.92110 0.2449
C 2.83139 -0.99289 -2.40307 -1.0394
C 3.63724 -1.48284 0.33679 -1.3537
C 4.31582 1.13962 -0.33367 -1.1558
H 2.46266 -0.31084 -3.17753 -0.0156
H 2.14309 -1.84381 -2.37621 0.2234
H 3.79091 -1.38050 -2.76677 0.5001
H 4.40436 1.77525 -1.22102 0.0797
H 5.29448 0.67571 -0.14620 0.3963
H 4.03347 1.76906 0.52553 0.2412
H 3.04032 -2.39781 0.41130 0.1865
H 3.85582 -1.23317 1.38149 0.2709
H 4.58537 -1.83789 -0.08574 0.4326
C -1.44282 0.08345 5.01708 -1.4949
C -0.38974 0.06632 3.91563 1.2667
C 1.04638 -0.00266 4.41289 -1.4100
O -0.82668 -0.93845 3.04949 0.2573
H -1.45042 -0.87244 5.55400 0.2797
H -2.42914 0.20784 4.55301 0.2247
H -1.24613 0.90119 5.71613 0.4177
H -0.51356 1.02251 3.36895 -0.2030
H 1.36854 -1.03382 4.56936 0.1367
H 1.72428 0.47690 3.70517 0.1803
H 1.12919 0.51186 5.37217 0.4395
```

The highest occupied orbital energy (alpha / beta) is -4.7 / -4.7 eV. For the energy, the calculation gives -4411.604575 hartree. For the HOMO-LUMO gap (alpha / beta), the calculation gives 7.4 / 7.4 eV. As for the net charge: -1. For the energy above the lowest of the compared OMol25 structures with the same formula, charge and spin, the calculation gives 0.00 kJ/mol. Its spin multiplicity is 2. The calculation puts the LUMO energy (alpha / beta) at 2.68 / 2.68 eV.